Here is a molecular structure, C14H32NO3P2ScSi at a distorted geometry from the Open Molecules 2025 dataset. Energies are from wB97M-V/def2-TZVPD.

Last column: Löwdin charge in e.
CARTESIAN COORDINATES (ANGSTROEM)
Sc1 0.014 0.257 0.281  0.720
P1 2.532 -0.246 -0.417  0.860
C1 2.207 0.438 -2.144  -0.262
C2 0.859 0.161 -2.752  -0.278
N1 -0.241 0.021 -1.954  0.025
C3 -1.468 0.173 -2.520  -0.271
C4 -1.631 0.302 -3.902  0.002
C5 -0.527 0.407 -4.741  0.010
C6 0.731 0.360 -4.136  0.009
C7 -2.717 0.218 -1.621  -0.273
P2 -2.547 0.936 0.051  0.858
H1 1.621 0.550 -4.734  0.134
H2 -2.639 0.379 -4.302  0.132
H3 -0.647 0.491 -5.831  0.140
H4 -3.510 0.786 -2.130  0.104
H5 -3.103 -0.809 -1.495  0.112
H6 2.343 1.519 -2.114  0.064
H7 3.042 0.065 -2.765  0.117
H8 1.552 3.441 -1.166  0.010
O1 2.413 3.597 -1.599  -0.074
H9 2.218 3.859 -2.528  0.075
H10 0.836 1.666 1.899  0.185
O2 0.320 2.255 0.181  -0.398
H11 0.490 2.902 0.899  0.004
C8 -2.862 2.709 -0.192  -0.236
H12 -3.682 2.906 -0.898  0.070
H13 -3.096 3.186 0.772  0.069
H14 -1.937 3.181 -0.553  0.038
C9 -4.046 0.366 0.953  -0.234
H15 -3.984 0.717 1.993  0.055
H16 -4.984 0.733 0.504  0.072
H17 -4.063 -0.732 0.981  0.050
C10 3.295 -1.857 -0.748  -0.244
H18 4.313 -1.716 -1.142  0.067
H19 3.336 -2.482 0.159  0.054
H20 2.686 -2.381 -1.497  0.059
C11 3.926 0.776 0.166  -0.228
H21 4.130 0.549 1.221  0.057
H22 4.826 0.575 -0.430  0.070
H23 3.667 1.840 0.097  0.047
C12 -1.735 -1.455 4.007  -0.094
Si1 -0.240 -2.028 2.998  0.386
C13 1.366 -1.759 3.971  -0.055
C14 -0.431 -3.869 2.651  -0.144
O3 -0.188 -1.131 1.634  -0.370
H24 -1.835 -2.075 4.906  0.065
H25 -2.655 -1.528 3.412  0.045
H26 -1.601 -0.408 4.304  0.052
H27 1.335 -2.309 4.918  0.074
H28 2.233 -2.098 3.392  0.059
H29 1.493 -0.691 4.181  0.058
H30 -1.345 -4.083 2.079  0.049
H31 0.417 -4.272 2.079  0.045
H32 -0.486 -4.389 3.621  0.056

Output
**Net charge**: +2
**E_tot**: -2565.56334 a.u.
**Strongest force on any atom**: 2.20 eV/A
**HOMO energy (alpha / beta)**: -0.5667 / -0.5609 Eh
**HOMO-LUMO gap (alpha / beta)**: 0.294 / 0.152 Eh
**Molecular weight**: 397.4 Da

=====

Here is a molecular structure, C14H33Cl2N4OP2Sm at a distorted geometry from the Open Molecules 2025 dataset. Energies are from wB97M-V/def2-TZVPD.

Last column: Löwdin charge in e.
CARTESIAN COORDINATES (ANGSTROEM)
C1 1.110 -2.605 -1.254  0.016
C2 1.260 -1.519 -0.221  -0.464
H1 0.553 -3.471 -0.849  0.141
H2 2.053 -3.000 -1.637  0.086
H3 0.497 -2.258 -2.112  0.127
O1 0.140 -1.068 0.251  -0.182
Cl1 0.412 1.482 -3.390  -0.106
Sm1 0.509 0.921 -0.913  1.026
P1 2.832 -0.814 0.505  0.925
C3 2.648 -1.409 2.192  -0.136
C4 4.004 -1.884 -0.327  -0.168
H4 4.981 -1.695 0.134  0.085
H5 4.870 0.411 0.902  0.096
H6 4.043 -1.628 -1.396  0.097
H7 3.786 1.437 -0.060  0.017
H8 2.075 -2.339 2.211  0.090
H9 3.711 -2.931 -0.184  0.086
C5 3.823 0.716 0.762  -0.152
H10 3.650 -1.590 2.586  0.099
H11 3.525 1.256 1.665  0.073
H12 2.151 -0.674 2.831  0.053
P2 -2.365 0.366 -1.809  0.695
C6 -3.793 -0.179 -0.824  -0.267
C7 -2.972 2.006 -2.410  -0.266
H13 -1.636 -0.596 -3.885  0.014
H14 -3.393 -0.232 -3.953  0.065
H15 -2.800 -1.659 -3.026  0.049
C8 -2.581 -0.628 -3.328  -0.272
H16 -2.127 2.536 -2.873  0.009
H17 -3.780 1.867 -3.147  0.065
H18 -4.745 0.025 -1.326  0.072
H19 -3.784 0.324 0.148  0.019
H20 -3.325 2.568 -1.533  0.049
H21 -3.690 -1.256 -0.659  0.052
Cl2 1.771 3.141 -0.439  -0.038
C9 0.603 1.771 2.391  -0.218
N1 -0.468 1.196 1.540  -0.216
C10 -1.454 2.255 1.213  -0.208
N2 -2.036 2.869 2.426  -0.059
C11 -0.913 3.427 3.225  -0.126
N3 0.070 2.385 3.626  -0.063
C12 -0.639 1.324 4.382  -0.143
N4 -1.733 0.729 3.591  -0.071
C13 -1.162 0.174 2.354  -0.173
C14 -2.681 1.793 3.225  -0.138
H22 1.134 2.521 1.783  0.031
H23 1.287 0.960 2.689  0.088
H24 -2.277 1.780 0.654  0.083
H25 -0.936 3.016 0.599  0.103
H26 -1.320 3.909 4.120  0.139
H27 -0.387 4.171 2.612  0.137
H28 0.076 0.533 4.634  0.126
H29 -1.040 1.728 5.319  0.140
H30 -1.985 -0.237 1.762  0.125
H31 -0.428 -0.585 2.636  0.116
H32 -3.125 2.216 4.134  0.142
H33 -3.482 1.344 2.629  0.127

Output
**Net charge**: +2
**E_tot**: -3108.01634 a.u.
**Strongest force on any atom**: 6.16 eV/A
**HOMO energy (alpha / beta)**: -0.5251 / -0.5252 Eh
**HOMO-LUMO gap (alpha / beta)**: 0.154 / 0.155 Eh
**2S+1**: 6
**<S²>**: 8.766
**Molecular weight**: 556.7 Da
**ΔE to the lowest compared entry with this formula, charge and spin**: 0.0 kJ/mol

=====

Here is a molecular structure, C14H33ClIOP2Pt at a distorted geometry from the Open Molecules 2025 dataset. Energies are from wB97M-V/def2-TZVPD.

Last column: Löwdin charge in e.
CARTESIAN COORDINATES (ANGSTROEM)
C1 2.858 -1.024 -2.100  -0.497
I1 3.759 0.804 -2.332  1.492
H1 1.699 -1.284 -2.291  0.095
H2 2.963 -1.600 -1.140  0.058
H3 3.582 -1.130 -2.936  -0.024
Pt1 -0.727 -0.106 0.428  0.707
P1 -0.726 0.476 -1.807  0.705
C2 0.426 0.880 -3.202  -0.260
C3 -1.844 -0.559 -2.796  -0.244
H4 -2.441 1.943 -1.170  0.027
H5 -1.635 2.477 -2.644  0.069
H6 -0.847 2.723 -1.031  0.054
C4 -1.511 2.132 -1.643  -0.199
H7 -2.819 -0.622 -2.262  0.016
H8 -1.945 -0.071 -3.804  0.091
H9 -0.132 1.051 -4.107  0.076
H10 1.065 0.046 -3.367  -0.029
H11 -1.386 -1.573 -2.903  0.081
H12 1.048 1.743 -2.944  0.021
C5 1.120 -0.063 0.617  -0.426
O1 2.283 0.123 0.454  -0.005
Cl1 -3.118 -0.588 0.349  0.310
C6 -1.423 1.838 2.457  -0.130
C7 -0.534 1.112 3.443  -0.515
C8 -1.110 1.027 4.806  -0.077
P2 -0.060 -0.599 2.813  1.073
C9 1.728 -0.757 3.374  -0.479
C10 1.970 -0.415 4.844  -0.075
C11 2.414 -2.098 2.948  -0.059
C12 -0.824 -2.177 3.426  -0.483
C13 -0.376 -2.651 4.807  -0.071
C14 -2.385 -2.134 3.347  -0.089
H13 -2.346 1.290 2.200  0.050
H14 -0.925 2.028 1.479  0.049
H15 -1.708 2.848 2.808  0.127
H16 0.423 1.618 3.484  0.119
H17 -2.025 0.372 4.832  0.101
H18 -0.390 0.705 5.589  0.094
H19 -1.504 2.021 5.100  0.123
H20 2.227 0.020 2.722  0.094
H21 1.394 -1.003 5.558  0.070
H22 2.995 -0.684 5.115  0.108
H23 1.754 0.643 5.087  0.091
H24 2.765 -2.007 1.918  0.067
H25 3.213 -2.340 3.630  0.096
H26 1.770 -2.953 2.979  0.059
H27 -0.520 -2.927 2.624  0.139
H28 -0.623 -1.926 5.581  0.094
H29 -0.875 -3.589 5.018  0.108
H30 0.676 -2.903 4.833  0.071
H31 -2.702 -1.996 2.343  -0.026
H32 -2.765 -3.029 3.793  0.097
H33 -2.716 -1.323 3.942  0.055

Output
**Net charge**: +3
**E_tot**: -2187.03318 a.u.
**Strongest force on any atom**: 8.59 eV/A
**HOMO energy (alpha / beta)**: -0.5815 / -0.7077 Eh
**HOMO-LUMO gap (alpha / beta)**: 0.207 / 0.189 Eh
**2S+1**: 5
**<S²>**: 6.018
**Molecular weight**: 636.8 Da
**ΔE to the lowest compared entry with this formula, charge and spin**: 243.9 kJ/mol

=====

Here is 3 unconnected molecules or ions with the total composition C14H33FNO8PSi from the Open Molecules 2025 dataset. Energies are from wB97M-V/def2-TZVPD.

Last column: Löwdin charge in e.
CARTESIAN COORDINATES (ANGSTROEM)
C1 3.458 0.912 3.401  -0.094
C2 2.189 1.500 2.817  -0.470
F1 2.462 2.821 2.377  -0.096
Si1 1.498 0.581 1.299  0.611
C3 -0.048 1.431 0.640  -0.307
C4 -0.851 2.230 1.680  -0.271
C5 -1.505 1.377 2.767  -0.211
C6 -2.714 0.568 2.260  -0.295
N1 -3.923 0.569 3.079  -0.010
P1 1.165 -1.683 1.505  0.706
O1 -0.039 -1.722 2.661  -0.376
O2 2.439 -2.125 2.457  -0.383
H1 4.132 0.498 2.649  0.067
H2 3.217 0.116 4.110  0.070
H3 3.997 1.691 3.946  0.085
H4 1.423 1.607 3.591  0.103
H5 2.575 0.628 0.276  -0.011
H6 0.309 2.118 -0.133  0.073
H7 -0.693 0.714 0.119  0.073
H8 -0.196 2.977 2.133  0.096
H9 -1.641 2.788 1.167  0.109
H10 -0.770 0.689 3.199  0.076
H11 -1.840 2.026 3.583  0.109
H12 -3.000 0.943 1.272  0.090
H13 -2.429 -0.477 2.120  0.097
H14 -3.722 0.220 4.011  0.065
H15 -4.261 1.517 3.208  0.067
H16 -0.683 -2.414 2.449  0.042
H17 2.365 -1.805 3.369  0.038
C7 -6.221 -1.117 -0.309  -0.059
C8 -5.636 0.274 -0.374  -0.202
O3 -5.077 0.559 -1.674  0.036
C9 -5.958 0.907 -2.610  -0.615
O4 -7.146 1.037 -2.458  0.120
O5 -5.301 1.090 -3.756  0.002
C10 -6.128 1.485 -4.856  -0.038
H18 -5.475 -1.858 -0.596  0.082
H19 -6.537 -1.326 0.714  0.081
H20 -7.086 -1.207 -0.965  0.076
H21 -4.794 0.377 0.307  0.091
H22 -6.381 1.033 -0.135  0.125
H23 -6.695 2.379 -4.605  0.096
H24 -6.820 0.685 -5.117  0.097
H25 -5.443 1.679 -5.675  0.093
C11 4.757 -2.242 -0.330  -0.056
C12 5.410 -0.969 -0.815  -0.209
O6 6.516 -1.243 -1.701  0.035
C13 6.181 -1.517 -2.960  -0.614
O7 5.067 -1.517 -3.419  0.120
O8 7.295 -1.795 -3.640  0.002
C14 7.084 -2.093 -5.024  -0.039
H26 5.492 -2.894 0.144  0.086
H27 3.994 -2.003 0.412  0.037
H28 4.286 -2.776 -1.154  0.082
H29 5.865 -0.415 0.005  0.121
H30 4.698 -0.325 -1.329  0.113
H31 6.543 -1.285 -5.511  0.095
H32 6.517 -3.017 -5.131  0.097
H33 8.077 -2.204 -5.448  0.092

Output
**Net charge**: 0
**E_tot**: -1940.67907 a.u.
**Strongest force on any atom**: 0.45 eV/A
**SMILES string**: C[C@@H](F)[Si@H](CCCCN)P(O)O.CCOC(=O)OC.CCOC(=O)OC
**HOMO energy**: -0.3182 Eh
**HOMO-LUMO gap**: 0.332 Eh
**Molecular weight**: 421.5 Da